1.
Molecular formula: C3H7NO
Method: DFT, ωB97M-V/def2-TZVPD

Values from the calculation:
SMILES string ... CNC(C)=O

Each line ends with the Löwdin charge.
Positions of all 12 atoms, in Å:
C -1.013157 -1.112949 0.451311  -0.094
N 0.240889 -0.924911 -0.310382  -0.006
C 0.997561 0.214528 -0.514100  -0.548
C 0.430865 1.502843 -0.087216  -0.014
O 2.031924 0.045948 -1.140197  0.037
H -1.043152 -1.288683 1.537224  0.073
H -1.422687 -2.001239 -0.041588  0.078
H -1.656301 -0.178442 0.308255  0.094
H 0.584147 -1.810055 -0.636739  0.124
H 1.125305 2.324842 0.057752  0.087
H -0.426143 1.926977 -0.580000  0.085
H 0.150748 1.301143 0.955679  0.085

Cartesian forces (eV/Å) of the 2 atoms listed first:
-0.70 1.52 -1.14
-1.18 0.27 1.83



2.
Molecular formula: C3H7NO
Method: DFT, ωB97M-V/def2-TZVPD

Values from the calculation:
SMILES string ... C/C=N/OC

Each line ends with the Löwdin charge.
Positions of all 12 atoms, in Å:
C 2.094484 -0.169183 0.025563  -0.076
C 0.597640 -0.066738 -0.057686  -0.227
N -0.107098 -1.126166 -0.035829  0.033
O -1.482520 -1.025532 0.023260  -0.173
C -2.023680 0.271761 0.011162  -0.135
H 2.424965 -0.662927 -0.871346  0.067
H 2.567621 0.807301 0.124734  0.070
H 2.375025 -0.803916 0.876277  0.080
H 0.166715 0.949546 -0.095236  0.102
H -1.787354 0.850435 0.921401  0.096
H -1.729739 0.822815 -0.864328  0.074
H -3.096060 0.152606 -0.057973  0.088

Cartesian forces (eV/Å) of the 2 atoms listed first:
-0.35 -0.39 0.28
-0.49 0.61 0.30



3.
Molecular formula: C3H7NO
Method: DFT, ωB97M-V/def2-TZVPD

Values from the calculation:
SMILES string ... CCC#N.O

Each line ends with the Löwdin charge.
Positions of all 12 atoms, in Å:
C -0.769820 0.757254 0.737394  -0.112
C -1.343448 0.940155 -0.699092  -0.228
C -0.235166 0.799022 -1.692964  -0.238
N 0.580031 0.711053 -2.512080  0.125
H 0.016054 1.524804 0.836828  0.078
H -0.332419 -0.226981 0.975250  0.075
H -1.567365 0.973629 1.467946  0.074
H -1.886256 1.904915 -0.692252  0.116
H -2.071745 0.146004 -0.952759  0.111
O 2.419670 -2.759450 1.135425  -0.093
H 1.943302 -2.541791 0.302395  0.043
H 3.247162 -2.228613 1.093909  0.048

Cartesian forces (eV/Å) of the 2 atoms listed first:
-0.07 0.49 -0.03
0.36 -1.03 0.47



Which largest force on an atom belongs to each record? In order, 3.05, 0.84, 1.37 eV/A.
Which energy above the lowest of the compared OMol25 structures with the same formula, charge and spin belongs to each record? In order, 21.3, 70.4, 27.1 kcal/mol.